Entry 1:
191
Properties=species:S:1:pos:R:3:forces:R:3 method="wB97M-V/def2-TZVPD" multiplicity=1 homo_energy_ev=-3.9
Zr -4.027 -0.400 -2.084 3.2 0.9 6.5
C -4.677 3.681 -0.435 0.1 -0.1 0.0
C -5.119 2.795 0.746 0.0 1.8 0.1
C -6.110 3.688 1.533 -0.3 -0.4 0.1
C -6.946 2.923 2.545 0.7 -0.9 -0.1
C -7.521 1.648 1.923 -0.5 0.2 0.3
C -6.547 0.754 1.111 -0.9 0.5 1.2
N -5.807 1.634 0.199 -0.1 -0.4 0.0
O -4.873 0.942 -0.535 1.1 -2.7 -3.4
C -7.466 -0.179 0.329 0.5 -0.6 -0.8
C -5.711 -0.045 2.124 0.6 0.0 -0.5
C -3.876 2.479 1.593 -0.6 -0.5 -0.2
H -4.536 4.711 -0.103 0.1 0.0 0.1
H -5.460 3.705 -1.195 0.0 -0.1 -0.1
H -3.734 3.340 -0.862 -0.3 0.1 0.0
H -6.792 4.189 0.839 0.1 0.0 -0.2
H -5.503 4.451 2.021 -0.1 0.1 0.0
H -7.741 3.523 2.985 0.0 0.1 0.0
H -6.296 2.580 3.360 0.0 0.3 0.1
H -8.424 1.866 1.344 0.2 0.2 -0.3
H -7.874 1.025 2.751 -0.1 -0.1 -0.1
H -6.956 -1.071 -0.046 0.2 0.2 -0.1
H -7.891 0.364 -0.518 -0.1 0.0 0.0
H -8.267 -0.604 0.935 0.0 0.4 0.2
H -6.202 -0.991 2.347 0.0 0.0 0.1
H -5.523 0.500 3.048 -0.2 0.0 0.1
H -4.724 -0.254 1.705 -0.4 -0.1 0.0
H -3.340 3.379 1.892 -0.3 0.0 0.1
H -3.196 1.877 0.990 -0.3 0.1 0.2
H -4.167 1.902 2.464 0.2 0.1 0.3
C -1.123 -2.790 0.536 0.3 -0.5 -1.3
C -1.219 -1.287 0.743 0.5 -0.6 1.5
C -0.197 -0.893 1.836 0.3 -0.4 -1.9
C 1.241 -0.806 1.370 -2.9 -2.2 -1.9
C 1.390 -0.029 0.061 -1.2 -1.4 1.0
C 0.374 -0.420 -1.035 0.7 0.1 -0.3
N -0.977 -0.499 -0.467 0.0 1.1 1.1
O -1.928 -0.699 -1.441 -3.7 -0.3 -1.9
C 0.792 -1.730 -1.773 0.2 0.1 0.0
C 0.432 0.724 -2.033 -0.7 0.6 -1.1
C -2.570 -0.933 1.348 -0.7 0.1 -0.7
H -1.330 -3.360 1.441 -0.4 0.1 0.0
H -0.144 -3.126 0.183 0.2 0.3 0.4
H -1.750 -3.089 -0.313 -0.5 -0.1 0.5
H -0.299 -1.564 2.689 -0.1 -0.2 0.0
H -0.476 0.100 2.204 0.5 -4.0 -4.4
H 1.613 -1.827 1.218 0.2 -0.1 0.0
H 1.871 -0.312 2.111 -4.8 -2.3 -2.2
H 2.416 -0.176 -0.291 -0.9 -1.2 -0.3
H 1.372 1.034 0.315 -0.9 -0.5 -0.3
H 1.238 -1.494 -2.744 0.0 0.1 0.0
H -0.053 -2.395 -1.952 -0.1 0.1 0.0
H 1.550 -2.292 -1.224 -0.1 0.0 0.1
H 1.443 0.927 -2.396 0.1 -0.3 0.2
H 0.012 1.666 -1.684 0.3 -0.4 0.5
H -0.172 0.540 -2.928 0.1 -0.2 0.0
H -3.384 -1.363 0.757 0.1 0.1 0.1
H -2.719 0.149 1.383 0.2 -0.2 -0.1
H -2.733 -1.287 2.367 0.5 -0.2 0.0
C 5.487 3.354 4.611 -0.4 0.4 0.3
C 4.852 3.290 3.200 0.9 -0.5 -0.1
C 5.993 2.970 2.220 1.6 0.4 -0.1
C 6.504 1.537 2.299 -0.6 0.7 0.0
C 5.341 0.553 2.151 2.8 6.5 4.1
C 4.198 0.839 3.166 1.2 0.7 0.1
N 3.831 2.259 3.093 -0.6 0.0 -2.2
O 2.682 2.562 3.793 -0.5 -0.2 0.5
C 4.613 0.354 4.565 -0.4 -0.8 0.1
C 3.051 -0.005 2.652 2.5 2.1 2.0
C 4.340 4.663 2.766 -1.1 0.1 1.0
H 4.744 3.223 5.399 -0.2 -0.1 -0.2
H 5.934 4.335 4.799 0.2 -0.1 -0.1
H 6.239 2.579 4.729 0.1 0.1 0.1
H 6.824 3.635 2.498 0.0 0.0 0.1
H 5.844 3.269 1.177 -0.8 -0.2 0.0
H 7.031 1.422 3.250 -0.3 -0.3 0.1
H 7.270 1.308 1.551 -0.1 0.2 -0.2
H 5.764 -0.443 2.311 1.9 5.6 3.1
H 4.960 0.639 1.133 -0.1 0.1 0.0
H 4.396 -0.721 4.595 0.2 -0.1 0.3
H 3.993 0.784 5.351 -0.1 0.3 -0.2
H 5.666 0.481 4.810 0.0 0.1 -0.1
H 2.100 0.065 3.190 1.2 1.0 1.8
H 3.307 -1.068 2.586 -1.4 0.9 0.2
H 2.760 0.293 1.640 2.5 1.2 0.4
H 3.521 5.024 3.396 0.0 -0.4 0.2
H 3.903 4.620 1.768 0.4 0.1 -0.2
H 5.120 5.412 2.914 0.2 -0.1 -0.6
F -4.790 -1.881 -0.766 0.7 1.5 -2.1
C 0.314 2.595 -6.326 -0.7 0.5 0.5
O 0.577 2.252 -4.969 0.2 -0.1 -0.4
H 0.252 1.706 -6.957 0.3 0.1 -0.2
H -0.673 3.068 -6.326 0.0 -0.1 -0.1
H 0.990 3.371 -6.692 0.3 -0.4 -0.2
H 1.401 1.726 -4.938 -0.1 0.0 0.2
C -1.103 2.964 0.345 -0.1 0.5 -0.4
O -1.502 3.014 -1.042 0.0 0.2 -0.1
H -1.693 3.682 0.920 0.0 -0.1 -0.2
H -1.310 1.958 0.707 0.5 0.2 -0.2
H -0.064 3.273 0.450 0.1 -0.5 0.0
H -0.797 3.434 -1.571 -0.3 0.1 -0.2
C 4.120 1.363 -5.018 -0.7 0.3 -1.0
O 2.886 0.664 -4.763 0.4 -0.1 0.3
H 4.099 1.619 -6.083 0.4 0.1 0.1
H 4.102 2.302 -4.472 0.0 -0.2 0.3
H 5.017 0.785 -4.803 -0.1 -0.1 0.2
H 2.922 -0.156 -5.267 -0.1 -0.1 0.1
C 4.106 -2.848 -3.152 0.7 -0.2 -0.3
O 3.429 -3.617 -4.134 -0.5 0.2 -0.4
H 3.645 -2.901 -2.166 0.0 0.0 0.0
H 5.156 -3.150 -3.102 0.0 -0.1 0.3
H 4.127 -1.821 -3.517 -0.3 0.1 0.2
H 3.427 -4.553 -3.924 0.2 0.1 0.3
C -3.024 -3.543 -2.672 1.1 -0.6 -0.1
O -3.708 -2.387 -3.204 -0.4 -0.3 0.1
H -3.054 -4.348 -3.406 -0.4 0.0 0.1
H -1.960 -3.316 -2.591 -0.2 0.3 0.2
H -3.397 -3.871 -1.706 -0.4 0.3 -0.1
H -3.925 -2.618 -4.110 -0.1 0.4 -0.1
C -1.754 -0.675 -4.736 0.8 -0.3 -0.2
O -3.072 -0.198 -4.412 -0.4 -0.3 -0.2
H -1.205 -0.958 -3.842 -0.4 0.2 0.3
H -1.776 -1.556 -5.385 -0.3 0.0 0.0
H -1.200 0.113 -5.245 0.0 0.1 0.1
H -3.469 0.041 -5.256 -0.2 0.2 0.2
C 2.383 -4.545 1.123 -0.2 -0.4 -0.2
O 2.126 -5.895 0.795 -0.3 -0.2 -0.2
H 3.372 -4.523 1.582 -0.1 0.2 0.0
H 2.390 -3.914 0.224 0.1 0.1 0.1
H 1.633 -4.158 1.822 0.1 0.1 0.0
H 1.278 -5.964 0.301 0.6 0.2 0.4
C 5.117 -1.583 1.864 -2.5 -7.6 -3.4
O 6.150 -2.514 2.112 0.9 0.2 0.2
H 4.568 -1.233 2.742 1.6 -1.7 -0.4
H 5.450 -0.687 1.345 -0.5 -4.7 -3.0
H 4.407 -2.082 1.189 -0.8 -0.6 0.0
H 5.829 -3.219 2.677 -0.1 0.1 0.1
C -1.460 -6.392 -0.328 0.2 0.2 -0.1
O -0.117 -6.080 -0.702 -0.5 -0.1 -0.1
H -2.029 -5.484 -0.113 0.0 0.0 0.0
H -1.947 -6.947 -1.132 -0.1 -0.1 0.1
H -1.441 -6.992 0.577 0.1 -0.1 0.0
H -0.149 -5.701 -1.593 0.1 0.1 0.0
C 0.119 -4.471 -4.344 -0.9 0.0 -0.1
O -0.633 -5.339 -3.488 0.0 0.1 0.8
H -0.603 -4.049 -5.054 0.4 -0.2 -0.5
H 0.470 -3.607 -3.786 0.3 -0.4 0.3
H 0.934 -5.019 -4.807 0.1 0.3 -0.2
H -0.646 -6.247 -3.801 0.2 0.1 -0.3
C -0.573 1.682 3.045 -0.2 1.3 1.5
O -0.570 1.962 4.446 0.0 0.1 -0.1
H 0.312 2.097 2.563 0.2 0.1 0.3
H -0.549 0.601 2.877 -0.7 4.1 4.1
H -1.466 2.122 2.593 0.0 -0.2 0.1
H -1.024 1.225 4.859 0.0 0.1 0.2
C 3.076 2.064 -0.448 -0.6 1.3 1.1
O 2.225 2.568 0.553 0.1 0.8 -0.2
H 2.669 2.390 -1.407 0.5 -0.5 0.1
H 4.098 2.437 -0.349 -0.7 1.1 0.4
H 3.102 0.967 -0.424 0.2 1.6 -0.1
H 2.613 2.417 1.451 0.5 0.3 0.2
C 5.046 0.594 -1.351 0.7 -0.3 -1.5
O 6.418 0.919 -1.556 -0.1 -0.2 0.0
H 4.500 0.755 -2.296 -0.2 0.2 0.1
H 4.886 -0.473 -1.169 0.1 0.0 0.6
H 4.602 1.281 -0.636 2.0 -1.8 -0.6
H 6.636 0.592 -2.432 0.3 0.0 0.1
C 1.409 4.252 -2.251 -0.1 0.9 0.2
O 0.159 4.132 -2.934 0.3 -0.3 -0.3
H 1.571 3.504 -1.471 -0.6 0.4 -0.3
H 2.261 4.245 -2.935 0.0 -0.1 -0.1
H 1.390 5.238 -1.783 0.2 -0.1 0.1
H 0.319 3.597 -3.736 -0.2 -0.1 0.4
C -3.428 2.613 -3.657 -0.1 -0.7 -1.1
O -3.249 1.725 -2.561 0.0 0.1 -0.3
H -4.189 2.205 -4.331 -0.3 0.1 0.3
H -3.735 3.614 -3.362 0.1 0.0 0.3
H -2.531 2.619 -4.286 0.2 0.3 0.3
H -2.588 2.185 -1.968 0.2 -0.4 0.7
C -1.072 -3.413 5.032 -0.5 0.0 0.0
O -2.431 -3.461 5.472 -0.1 -0.2 0.0
H -0.596 -2.481 5.331 0.2 0.0 -0.1
H -0.537 -4.258 5.465 0.1 0.1 0.0
H -1.073 -3.524 3.945 0.2 0.1 0.0
H -2.701 -2.629 5.861 0.2 0.1 0.0
C -4.698 -3.386 2.629 0.4 0.0 0.1
O -5.596 -3.383 1.537 0.1 0.2 0.0
H -5.031 -4.111 3.367 -0.2 0.0 0.0
H -3.680 -3.668 2.335 0.0 -0.1 -0.1
H -4.604 -2.406 3.105 -0.2 0.0 0.1
H -5.293 -2.713 0.905 -0.1 -0.2 0.0


Entry 2:
100
Properties=species:S:1:pos:R:3:forces:R:3 method="wB97M-V/def2-TZVPD" multiplicity=1 homo_energy_ev=-9.5 relative_energy_kcal_mol=0.00 total_charge=+1
Ca -0.087 0.391 0.386 0.0 0.3 -0.3
I 1.974 -1.265 -2.414 0.0 -0.1 0.0
C 3.046 -0.235 -3.904 0.0 -0.1 -0.1
C 3.480 -1.075 -4.897 -0.1 0.0 0.1
C 4.376 -0.645 -5.889 0.0 0.1 0.0
C 4.856 0.626 -5.830 0.0 -0.1 0.0
C 4.412 1.524 -4.831 0.0 0.0 -0.1
C 4.957 2.830 -4.834 0.0 0.0 0.1
C 4.555 3.757 -3.926 0.0 -0.1 -0.1
C 3.546 3.411 -3.013 0.0 0.0 0.1
C 2.975 2.160 -2.960 0.1 0.2 0.1
P 1.496 2.025 -1.872 -0.2 -0.2 0.2
C 0.170 2.351 -3.086 0.0 0.0 0.0
C 0.154 3.468 -3.922 0.0 0.0 0.0
C -0.890 3.666 -4.810 0.0 0.0 0.0
C -1.920 2.735 -4.893 0.0 0.0 0.0
C -1.897 1.602 -4.095 0.0 0.0 0.0
C -0.854 1.415 -3.199 0.0 0.0 0.0
C 1.601 3.511 -0.816 -0.1 0.0 0.0
C 2.582 3.481 0.181 0.0 0.0 0.0
C 2.681 4.502 1.109 0.0 0.0 0.0
C 1.780 5.560 1.076 0.0 0.0 0.0
C 0.793 5.592 0.105 0.0 0.0 0.0
C 0.708 4.579 -0.844 0.0 0.0 0.0
C 3.444 1.135 -3.855 0.0 0.0 0.0
H 3.151 -2.105 -4.904 0.0 0.0 0.0
H 4.697 -1.334 -6.656 0.0 0.0 0.0
H 5.582 0.981 -6.549 0.0 0.0 0.0
H 5.705 3.067 -5.580 0.0 0.0 0.0
H 4.972 4.755 -3.917 0.0 0.0 0.0
H 3.198 4.181 -2.335 0.0 0.0 -0.1
H 0.966 4.185 -3.878 0.0 0.0 0.0
H -0.899 4.539 -5.448 0.0 0.0 0.0
H -2.731 2.888 -5.592 0.0 0.0 0.0
H -2.685 0.865 -4.170 0.0 0.0 0.0
H -0.830 0.513 -2.595 0.0 0.0 0.0
H 3.272 2.646 0.229 0.0 0.0 0.0
H 3.452 4.467 1.867 0.0 0.0 0.0
H 1.851 6.355 1.807 0.0 0.0 0.0
H 0.088 6.412 0.071 0.0 0.0 0.0
H -0.057 4.637 -1.605 0.0 0.0 0.0
C -0.017 2.854 2.723 0.0 0.0 0.0
N 1.114 2.398 3.494 0.1 0.0 0.0
C 1.100 2.535 4.940 0.0 0.0 0.0
C 2.389 1.820 5.308 0.0 0.0 0.0
N 2.497 0.832 4.240 0.0 0.0 0.1
C 3.584 -0.123 4.292 0.1 0.0 0.0
C 1.793 1.252 3.146 -0.1 0.1 0.0
N 1.672 0.760 1.957 -0.1 -0.1 -0.3
C 2.436 -0.391 1.487 0.3 -0.1 0.1
C 1.708 -1.717 1.729 0.0 0.0 0.1
N 0.640 -1.905 0.748 0.1 0.1 0.0
C -0.238 -2.845 0.923 -0.1 0.0 -0.1
N -1.293 -3.012 0.051 0.1 0.0 0.1
C -1.698 -1.999 -0.890 0.0 0.0 0.0
C -2.334 -3.791 0.705 0.0 0.0 0.0
C -1.504 -4.644 1.644 0.0 0.0 0.0
N -0.356 -3.783 1.910 -0.1 0.1 0.2
C 0.706 -4.377 2.700 0.1 -0.1 0.0
H -0.333 3.823 3.106 0.0 0.0 0.0
H -0.864 2.161 2.789 0.0 0.0 0.0
H 0.278 2.998 1.682 0.0 0.0 0.0
H 0.228 2.033 5.378 0.0 0.0 0.0
H 1.094 3.582 5.237 0.0 0.0 0.0
H 2.346 1.330 6.279 0.0 0.0 0.0
H 3.243 2.508 5.294 0.0 0.0 0.0
H 3.845 -0.265 5.339 0.0 0.0 0.0
H 4.478 0.223 3.767 0.0 0.0 0.0
H 3.284 -1.091 3.897 0.0 0.0 0.0
H 3.445 -0.440 1.901 -0.1 0.0 0.0
H 2.584 -0.270 0.408 0.0 0.0 0.0
H 1.290 -1.665 2.743 0.0 0.0 0.0
H 2.439 -2.533 1.704 0.0 0.0 -0.1
H -0.841 -1.685 -1.486 0.0 0.0 0.0
H -2.181 -1.144 -0.398 0.0 0.0 0.0
H -2.416 -2.439 -1.581 0.0 0.0 0.0
H -2.897 -4.379 -0.018 0.0 0.0 0.0
H -3.017 -3.138 1.261 0.0 0.0 0.0
H -1.181 -5.572 1.157 0.0 0.0 0.0
H -2.019 -4.890 2.572 0.0 0.0 0.0
H 0.237 -4.994 3.465 0.0 0.0 0.0
H 1.308 -3.632 3.207 0.0 -0.1 0.0
H 1.355 -5.019 2.096 0.0 0.0 0.0
Cl -6.394 3.000 3.021 0.0 0.0 0.0
C -5.000 2.044 2.621 0.0 0.0 0.0
C -4.689 0.952 3.376 0.0 0.0 0.0
C -3.567 0.161 3.070 -0.1 0.1 0.0
I -3.124 -1.508 4.224 0.0 0.0 0.0
C -2.733 0.449 2.005 0.0 0.1 -0.1
O -1.695 -0.242 1.675 0.0 -0.2 0.4
C -3.065 1.616 1.218 0.0 -0.1 0.1
N -2.217 1.899 0.186 0.1 0.1 -0.1
C -2.495 2.938 -0.572 0.0 0.0 0.0
C -3.603 3.775 -0.367 0.0 0.0 0.0
C -4.447 3.516 0.675 0.0 0.0 0.0
C -4.194 2.409 1.511 0.0 -0.1 0.1
H -5.315 0.690 4.218 0.0 0.0 0.0
H -1.823 3.133 -1.396 0.0 0.0 0.0
H -3.770 4.608 -1.035 0.0 0.0 0.0
H -5.307 4.141 0.869 0.0 0.0 0.0


Number 1: frontier orbital gap 0.063 Ha. Number 2: frontier orbital gap 0.274 Ha.